The following is a DFT calculation (ωB97M-V/def2-TZVPD) of a structure of composition C13H21AuCl3GeIN4O3 in a non-equilibrium geometry.

The geometry in XYZ format:
```
47
Properties=species:S:1:pos:R:3:forces:R:3:lowdin_charge:R:1
Au -0.24617 -0.27345 -0.21062 0.8 -0.9 0.4 0.9938
C 0.74446 -0.79117 4.03155 0.0 0.0 0.0 0.0517
C -0.16028 -0.86693 2.84241 0.1 0.0 0.1 -0.4390
O 0.21776 -0.25845 1.79770 -0.5 0.2 0.0 -0.2560
N -1.28356 -1.54486 2.95907 0.0 0.0 0.1 0.1300
C -2.31352 -1.74422 1.93728 -0.1 0.1 0.1 -0.0875
C -1.96581 -2.84120 0.96888 0.0 0.1 0.1 -0.2657
C -2.39801 -4.14076 1.15793 0.0 0.0 0.0 0.0133
C -2.01328 -5.11424 0.24596 0.0 0.0 0.0 -0.0021
C -1.20949 -4.74653 -0.81937 0.0 0.0 0.0 -0.0118
C -0.82588 -3.42242 -0.93527 0.2 0.1 -0.1 -0.1043
N -1.18972 -2.48178 -0.06154 -0.4 0.0 0.0 0.0243
H 1.55272 -0.09384 3.83624 0.0 0.0 0.0 0.0924
H 1.16351 -1.78060 4.22539 0.0 0.0 0.0 0.1174
H 0.19218 -0.47494 4.91632 0.0 0.0 0.0 0.1105
H -1.43492 -1.98267 3.85787 0.0 0.0 0.0 0.1747
H -2.47140 -0.80006 1.41031 0.0 0.0 0.0 0.0986
H -3.23669 -1.97848 2.46429 0.0 0.0 0.0 0.1406
H -3.03521 -4.39241 1.99497 0.0 0.0 0.0 0.1304
H -2.34146 -6.13798 0.36351 0.0 0.0 0.0 0.1328
H -0.88665 -5.47030 -1.55362 0.0 0.0 0.0 0.1265
H -0.19988 -3.08949 -1.75410 0.0 0.0 0.0 0.1056
Cl 2.72206 1.01979 -1.97152 0.3 0.1 -0.2 0.3164
Ge 2.10478 0.42438 -0.05880 -0.2 0.3 -0.1 -0.3200
Cl 2.19339 2.02628 1.27571 0.1 0.2 0.1 0.2933
Cl 2.96563 -1.37614 0.53964 0.2 -0.2 0.1 0.3069
N -4.41362 1.91018 -1.30274 -0.1 -0.1 0.0 0.2036
C -3.37283 2.13297 -0.50483 0.2 0.0 0.1 -0.6100
O -2.50955 1.31633 -0.22130 -0.3 0.3 -0.1 -0.0003
C -3.17162 3.54968 0.06913 0.1 0.0 0.0 -0.4440
I -4.87953 4.56284 0.82162 -0.1 0.1 0.0 1.4558
H -4.53803 0.98542 -1.69062 0.0 0.0 0.0 0.1448
H -5.10048 2.60717 -1.54217 0.0 0.0 0.0 0.1047
H -2.81646 4.23395 -0.70995 0.0 0.0 0.0 0.0890
H -2.45736 3.52170 0.88665 0.0 0.0 0.0 0.0706
C 0.95931 -1.15838 -4.59400 0.0 0.0 0.1 0.0195
N 0.28034 0.11650 -4.32702 -0.1 0.1 0.0 -0.1371
C 0.04246 1.06191 -5.43068 0.1 0.0 0.0 0.0179
C -0.14652 0.37530 -3.12970 0.2 0.1 -0.2 -0.3099
O 0.01471 -0.46964 -2.19320 -0.3 -0.2 -0.1 -0.2560
H 1.26724 -1.16538 -5.63368 0.0 0.0 0.0 0.1056
H 0.27051 -1.98179 -4.41205 0.1 0.0 0.0 0.1048
H 1.83428 -1.25603 -3.94348 -0.2 0.0 -0.1 0.0967
H 0.80611 0.89802 -6.18460 0.0 0.1 0.0 0.1054
H 0.13115 2.08178 -5.06398 -0.1 0.0 0.0 0.1016
H -0.93849 0.89484 -5.87274 0.0 0.0 0.0 0.1096
H -0.63378 1.33538 -2.96344 0.0 0.0 0.0 0.1551
```
Positions in Å, forces in eV/Å.

Output
Frontier orbital gap (alpha / beta) ... 7.941 / 3.689 eV
Spin multiplicity ... 2
ΔE to the lowest compared entry with this formula, charge and spin ... 232.7 kJ/mol
Total charge ... +3
Total energy ... -131776.501 eV